35
Properties=species:S:1:pos:R:3:forces:R:3:nbo_charge:R:1 method="wB97M-V/def2-TZVPD" de_lowest_kcal_mol=799.37 spin_multiplicity=1 homo_ev=-3.64 total_charge=-1
O -0.7237 -0.6992 -0.0220 -0.751 -0.842 -13.189 -0.831
H -0.8752 0.0767 -0.5962 -3.533 1.763 -1.620 0.515
C 0.5732 2.3902 -0.3950 1.437 1.429 -1.935 -0.627
C -0.6598 1.5834 -0.6262 -0.318 4.427 0.750 -0.136
O -0.9846 1.0155 0.5584 1.560 16.828 -0.316 -0.702
H 0.7438 2.7884 0.6052 -0.704 -0.325 0.257 0.214
H 0.5671 3.2595 -1.0526 0.016 0.303 -0.188 0.184
H 1.4889 1.8559 -0.6483 -2.125 0.969 -0.608 0.217
H -0.5153 0.8625 -1.4309 -0.387 1.327 -1.421 0.192
H -1.4142 2.3145 -0.9170 -0.710 -0.319 -0.360 0.166
H -0.9055 0.0628 0.4708 -1.721 8.614 4.672 0.419
C 2.8328 0.6604 -0.1530 0.740 -0.673 0.500 -0.618
C 1.5194 -0.1106 0.0730 2.603 1.123 -0.772 -0.156
O 0.8547 -0.2816 -1.1699 7.134 1.244 -2.244 -0.700
H 2.5981 1.7237 -0.2022 1.715 -0.581 0.036 0.200
H 3.3771 0.3145 -1.0318 -0.241 0.103 -0.193 0.214
H 3.5425 0.5763 0.6700 -0.126 -0.376 0.346 0.198
H 0.9213 0.4573 0.7856 0.681 0.175 -0.378 0.223
H 1.7090 -1.0804 0.5331 1.063 0.801 -0.557 0.158
H -0.0782 -0.3361 -0.9504 8.789 1.873 -2.523 0.353
O -2.2156 -1.8733 0.3177 -7.394 -7.736 -0.314 -0.965
H -1.5191 -1.2175 0.2845 -5.966 -4.077 1.464 0.420
H -2.8493 -1.5838 -0.3387 -0.779 0.011 0.323 0.405
O -0.3018 -0.5460 1.8594 9.345 -3.410 10.938 -0.917
H 0.5600 -0.9322 2.0152 -0.166 0.143 1.137 0.451
H -0.4344 -0.6279 0.9150 4.474 -2.248 6.699 0.439
O -2.2188 -0.0037 1.5769 -10.263 -0.168 3.403 -0.973
H -1.3402 -0.1296 1.9355 -2.645 1.082 2.603 0.438
H -2.0752 0.1770 0.6480 -4.399 0.569 2.433 0.408
O 0.2961 -2.3676 0.1901 4.011 -7.545 1.661 -0.940
H 0.8786 -2.0723 0.8899 -0.458 -1.509 -0.175 0.394
H -0.1679 -1.5771 -0.0856 3.163 -5.467 -0.449 0.422
O -0.8919 -1.6093 -1.9179 -1.093 -0.951 -4.615 -0.910
H -1.6510 -2.0731 -1.5646 -0.037 -0.415 0.339 0.469
H -0.6409 -0.9975 -1.2258 -2.914 -6.140 -5.706 0.375